A 11-piece molecular cluster, C40H108N14O11 overall, computed with wB97M-V/def2-TZVPD.

```
173
Properties=species:S:1:pos:R:3:forces:R:3:mulliken_charge:R:1
C 1.203937 -1.016597 -0.155341 -0.298 0.633 -1.211 -1.6240
C 0.353347 0.111401 0.463960 0.860 0.467 1.137 2.3490
C 1.253531 1.282166 0.984556 0.923 -1.092 -0.330 -1.7282
C 1.744739 2.174829 -0.151210 -0.754 0.119 -0.071 -0.9343
C 0.521131 2.731714 -0.880599 -0.061 0.105 1.054 0.0168
C -0.457397 1.668283 -1.437329 2.067 1.015 -0.156 2.8152
N -0.686768 0.686159 -0.375194 -0.383 0.675 0.627 1.3102
O -1.626136 -0.289726 -0.765375 0.138 -0.143 -0.306 -0.0672
C -1.764591 2.374898 -1.742359 -0.678 -0.616 -0.416 -1.7091
C 0.205815 1.022037 -2.678483 0.394 -1.214 0.781 -1.4562
C -0.296907 -0.495249 1.707579 -0.696 -0.492 0.396 -1.6814
H 1.868918 -0.674178 -0.954769 -0.006 0.235 0.094 0.0907
H 0.497776 -1.681621 -0.658667 0.179 -0.427 0.307 -0.0689
H 1.844211 -1.511725 0.570611 -0.298 -0.204 0.144 0.6095
H 0.810735 1.761121 1.859458 -0.423 0.510 -0.453 0.3050
H 2.154402 0.831441 1.419217 -0.088 -0.265 0.031 0.3166
H 2.381773 1.587512 -0.815933 0.084 0.068 0.005 0.2391
H 2.320139 3.020451 0.229483 0.179 -0.114 0.026 0.5689
H 0.793751 3.475140 -1.631705 -0.055 -0.259 -0.291 -0.4454
H 0.021575 3.292608 -0.078166 -0.401 0.096 -0.204 -0.5259
H -2.315679 1.784463 -2.478680 -0.261 0.015 0.187 0.3877
H -2.353374 2.438648 -0.826054 -0.062 -0.014 -0.035 -0.0035
H -1.687545 3.377702 -2.167983 0.520 0.001 0.018 0.1961
H 0.221897 1.528865 -3.641579 -0.856 -0.002 0.009 0.6222
H 1.268159 0.776702 -2.550756 0.025 0.501 0.524 0.0967
H -0.208061 0.008578 -2.629562 -0.413 0.120 -1.179 -0.2333
H -1.121665 -1.173155 1.475505 0.155 -0.028 -0.408 -0.1796
H -0.737534 0.213140 2.412618 0.227 0.295 -0.172 0.4480
H 0.400250 -1.121941 2.266011 0.201 0.193 0.024 -0.0088
H -2.389421 -0.084662 -0.206606 -0.473 0.119 -0.008 0.0632
C 2.087212 -0.883443 6.546518 0.531 1.965 0.351 0.5939
O 3.196712 -0.395952 6.769548 -0.391 -0.901 -0.477 -0.6960
N 1.262457 -1.247515 7.570868 -0.075 -0.722 -0.505 -0.3616
N 1.499510 -0.915929 5.317252 0.620 -0.351 -0.005 -0.0247
H 1.571417 -0.981703 8.486435 -0.300 0.000 0.095 0.2293
H 0.302845 -1.378217 7.305770 -0.189 0.044 0.690 0.1729
H 0.530725 -1.148299 5.179332 -0.163 -0.058 -0.246 0.1396
H 2.069257 -0.603430 4.553040 -0.122 0.023 -0.059 0.0519
C -1.818924 -2.738179 4.265139 -0.884 0.587 0.727 0.6462
O -1.315230 -1.643139 4.510749 0.072 -0.588 0.316 -0.8161
N -1.939068 -3.765289 5.168693 0.445 0.152 -0.393 -0.3453
N -2.497558 -2.951861 3.110922 0.029 -0.163 -0.665 -0.1208
H -2.278266 -4.654590 4.858396 -0.122 -0.099 0.197 0.1271
H -1.698788 -3.642034 6.133099 0.299 0.048 -0.069 0.2470
H -2.659322 -2.167000 2.506335 0.277 -0.015 -0.082 -0.0366
H -2.765101 -3.860298 2.781790 -0.136 -0.033 0.099 0.1948
C -5.376032 3.502127 -0.304292 1.065 0.176 -0.282 0.4044
O -6.106548 2.920761 0.484398 -0.046 0.544 -0.160 -0.6023
N -4.609512 4.598692 -0.015085 -1.340 -0.357 0.261 -0.2673
N -5.092092 3.002621 -1.561775 -0.676 -0.410 0.454 -0.3066
H -4.696339 4.931208 0.931761 0.554 0.210 -0.016 0.1667
H -3.841229 4.815678 -0.617578 0.220 0.189 0.223 0.1994
H -4.943833 3.669077 -2.299075 -0.046 -0.181 -0.211 0.2334
H -5.669795 2.192903 -1.736767 0.040 0.196 -0.574 0.2299
C 2.663755 -1.769676 -6.831944 0.668 -0.022 1.008 -1.5380
C 1.691015 -1.806006 -5.641374 -0.955 0.079 -0.243 0.3392
C 2.294753 -1.670519 -4.235541 2.494 0.504 -2.015 0.2335
O 3.168256 -2.777740 -4.046627 -0.529 -0.434 0.385 -0.5121
C 3.879332 -2.700503 -2.821514 -0.648 0.175 -0.378 -0.2245
N 0.800767 -0.644855 -5.799142 -1.017 -0.044 -0.219 -0.6111
H 3.419226 -2.551697 -6.751434 -0.084 -0.072 0.021 0.3157
H 3.195541 -0.815345 -6.818022 -0.036 0.066 -0.050 0.3661
H 2.174048 -1.869215 -7.799616 -0.283 -0.044 0.132 0.4354
H 1.110928 -2.733832 -5.704807 0.140 -0.180 0.130 0.2388
H 1.620125 -1.350831 -3.438035 -0.333 -0.880 0.114 -0.2541
H 2.997146 -0.830095 -4.355620 -0.279 0.492 0.234 0.2351
H 4.547070 -3.554120 -2.730163 -0.183 -0.132 -0.055 0.3176
H 3.110766 -2.705352 -2.043611 0.489 0.073 0.518 -0.0516
H 4.492404 -1.793157 -2.788541 -0.118 0.117 0.188 0.2664
H -0.075436 -0.829280 -5.310024 0.260 0.155 0.421 0.1809
H 0.454928 -0.624315 -6.756608 0.419 0.137 -0.120 0.2816
C 0.353250 -4.601946 0.343072 0.061 -0.138 1.420 -0.0055
C 0.810802 -5.472064 1.524932 1.385 0.410 -0.069 -0.1370
C 1.304395 -4.631068 2.732752 -0.498 0.277 -0.511 0.0275
O 1.428979 -5.451871 3.862400 0.153 -0.126 -0.255 -0.3915
C 1.854329 -4.763966 5.000710 0.556 0.405 0.774 -0.7631
N -0.078234 -6.571858 1.846847 -0.485 0.192 0.258 -0.6245
H 1.120107 -3.835223 0.222338 0.003 -0.116 -0.511 -0.0791
H -0.571344 -4.062240 0.563162 -0.184 -0.175 -0.141 -0.0226
H 0.254026 -5.280629 -0.497346 -0.048 0.403 -0.317 0.0340
H 1.757126 -5.870831 1.144311 -0.187 -0.630 0.057 0.2632
H 0.640703 -3.781589 2.964553 -0.192 -0.052 -0.044 -0.2289
H 2.268677 -4.195655 2.439946 0.073 0.059 0.169 0.4070
H 1.195056 -3.934381 5.287213 -0.391 -0.311 0.019 0.2207
H 2.833433 -4.266626 4.938325 0.107 -0.266 -0.597 0.3192
H 1.963703 -5.504790 5.792285 -0.316 0.125 0.111 0.3402
H -0.726537 -6.238612 2.557610 -0.195 -0.047 -0.181 0.2406
H 0.421057 -7.304028 2.339148 0.210 0.066 -0.126 0.3817
C -3.343547 1.997412 2.413429 -0.559 -0.895 -0.026 -0.9181
C -4.193728 0.714245 2.249156 0.833 0.636 -0.359 2.4786
C -5.483983 0.802970 3.083196 0.239 -0.421 -1.035 -0.8934
O -6.022803 -0.474373 3.409946 0.068 -0.077 -0.257 -0.4257
C -5.563409 -0.947826 4.644491 0.502 -0.074 0.671 -0.5364
N -4.364709 0.585328 0.799142 0.060 -0.938 -0.284 -0.1676
H -2.410792 1.884072 1.859698 0.220 -0.074 0.327 -0.1497
H -3.224115 2.195800 3.478276 0.367 0.319 -0.130 0.6683
H -3.876429 2.803321 1.911850 -0.135 0.259 0.342 0.1168
H -3.622939 -0.177066 2.537022 0.029 0.179 0.401 -1.4486
H -6.190783 1.263093 2.393069 -0.299 0.349 0.485 0.2471
H -5.290608 1.398113 3.976510 -0.300 0.077 0.105 0.3926
H -4.490496 -0.765126 4.790658 -0.008 0.195 -0.044 0.1601
H -5.664846 -2.028793 4.755846 -0.370 0.015 -0.435 0.2702
H -6.113516 -0.478361 5.468607 0.069 0.058 0.021 0.3279
H -4.769530 1.423279 0.392495 -0.079 -0.327 0.361 -0.2910
H -4.984716 -0.191993 0.586729 -0.037 0.116 -0.040 0.2686
C -3.216515 -7.265589 -2.651612 0.203 1.530 -0.796 -1.3943
C -1.989724 -6.451665 -3.190985 -1.204 -1.404 0.950 0.4934
C -1.847983 -5.098012 -2.524584 0.823 -0.066 1.593 -0.4135
O -2.883561 -4.200138 -2.738472 -1.221 -0.111 -1.040 -0.4427
C -2.793827 -3.051700 -1.931961 0.278 -0.008 -0.366 -0.3114
N -0.823518 -7.282923 -2.882208 1.351 1.112 0.324 -0.6845
H -3.182936 -7.470307 -1.581385 0.387 0.242 0.076 0.2703
H -3.175339 -8.224281 -3.163409 -0.616 0.016 -0.180 0.4204
H -4.096527 -6.643751 -2.843421 -0.353 -0.660 -0.140 0.3492
H -2.102456 -6.253322 -4.260103 0.081 -0.424 -0.085 0.2971
H -0.878524 -4.640181 -2.783473 -0.013 -0.141 -0.022 0.3350
H -1.874096 -5.256155 -1.428630 0.580 -0.313 -0.103 0.0513
H -2.037708 -2.375179 -2.338179 0.159 0.086 0.268 0.1660
H -2.539841 -3.331202 -0.904908 0.030 0.144 0.108 0.1417
H -3.747799 -2.530050 -1.952292 -0.101 -0.108 -0.012 0.2309
H -0.947874 -8.283486 -2.911309 -0.579 -0.005 -0.496 0.2824
H -0.586907 -7.120868 -1.905472 0.148 0.119 -0.094 0.2033
C 7.818505 -3.376925 0.633707 -1.076 -1.590 0.106 -1.5213
C 7.485531 -2.784571 -0.730879 -0.124 0.052 0.850 1.0232
C 6.783896 -1.466378 -0.523920 -0.442 1.681 0.131 -0.9942
O 5.472528 -1.624074 -0.017131 -0.271 -1.000 0.122 -0.1733
C 4.940656 -0.475624 0.611687 0.104 -0.214 -0.709 -0.2476
N 8.741833 -2.553524 -1.412756 0.095 0.222 -0.096 -0.6999
H 7.744916 -4.473430 0.605546 0.769 -0.032 -0.406 0.3916
H 6.996582 -3.258416 1.346640 0.291 0.948 0.132 0.2969
H 8.804633 -3.076168 0.972535 -0.154 0.203 0.266 0.3705
H 6.801092 -3.471834 -1.246462 -0.035 0.153 -0.132 -0.0067
H 6.727993 -0.854610 -1.439592 0.020 -0.307 -0.281 0.4158
H 7.314079 -0.802694 0.172702 0.481 -0.398 0.082 0.4136
H 5.376380 -0.304171 1.597991 0.254 0.188 -0.070 0.3768
H 3.870189 -0.619872 0.737293 -0.003 -0.153 -0.035 -0.4120
H 5.081420 0.359681 -0.080484 0.015 0.422 0.374 0.3894
H 9.225549 -3.430642 -1.545117 0.096 0.100 -0.242 0.2596
H 8.640432 -2.052398 -2.285657 -0.024 -0.267 -0.116 0.1953
C 0.347082 6.141269 1.726380 0.721 1.029 0.416 -1.3653
C -0.890551 5.859220 2.585952 0.743 -0.655 -1.574 0.6276
C -2.136342 5.711905 1.725542 -0.455 0.770 -0.265 -0.0564
O -3.314047 5.582707 2.510929 0.039 -1.331 0.171 -0.2729
C -4.052336 6.740085 2.814096 0.389 0.105 -0.785 -0.8341
N -0.592816 4.651336 3.345951 -1.160 0.006 0.893 -0.7648
H 0.790666 5.355414 1.111297 -0.811 -0.381 -0.136 0.0367
H 1.181474 6.355316 2.400185 -0.137 0.136 0.166 0.4521
H 0.236079 7.044573 1.120968 -0.113 -0.115 -0.137 0.3934
H -1.072457 6.738597 3.208556 0.258 -0.275 0.476 0.3760
H -2.053660 4.835681 1.076346 -0.052 -0.190 0.163 -0.5367
H -2.273070 6.581161 1.066430 0.217 0.090 -0.039 0.5620
H -3.371584 7.516527 3.179513 -0.432 0.121 0.281 0.2845
H -4.828043 6.437144 3.515178 0.221 0.251 0.226 0.2324
H -4.552486 7.097452 1.900032 0.059 0.213 0.135 0.3623
H -0.415191 3.856741 2.736753 0.233 0.279 -0.325 0.2005
H -1.475952 4.386983 3.787620 0.281 -0.041 0.326 0.3393
C 2.192682 5.475815 -3.775505 1.205 0.737 -0.442 -1.2530
C 1.529014 6.807557 -3.410270 -0.904 -1.688 -0.273 0.1466
C 0.077193 6.848209 -3.997518 2.099 0.023 0.649 -0.3476
O 0.212371 6.587448 -5.365991 -0.879 0.130 -0.083 -0.2745
C -0.984144 6.784467 -6.107418 0.645 -0.095 -0.170 -0.7443
N 1.484891 6.922237 -1.948636 -0.094 0.866 -0.505 -0.6124
H 2.427159 5.407519 -4.838776 -0.755 -0.098 -0.154 0.4063
H 1.633952 4.605371 -3.436111 -0.043 0.001 -0.019 0.0606
H 3.215542 5.460813 -3.386120 -0.247 -0.130 0.653 0.3865
H 2.074005 7.633205 -3.867108 0.160 0.071 0.266 0.4488
H -0.256149 7.858923 -3.727187 -0.650 -0.005 -0.509 0.3823
H -0.507874 6.090000 -3.463132 -0.293 -0.018 -0.168 0.1082
H -1.790060 6.100652 -5.825734 -0.018 0.093 0.345 0.2737
H -0.730813 6.544447 -7.139546 -0.050 0.227 -0.041 0.2441
H -1.283339 7.830588 -6.013735 -0.311 -0.040 -0.128 0.3122
H 0.946005 7.772206 -1.791600 0.098 -0.073 0.602 0.2944
H 0.934984 6.157573 -1.568856 0.021 -0.048 0.005 0.1304
```
Forces are in eV/Å.

The calculation puts the molar mass at 961.39 g/mol. As for the HOMO-LUMO gap: 8.49 eV. The total charge is 0. The structure (SMILES) is CC1(C)CCCC(C)(C)N1O.COC[C@H](C)N.COC[C@H](C)N.COC[C@H](C)N.COC[C@H](C)N.COC[C@H](C)N.COC[C@H](C)N.COC[C@H](C)N.NC(N)=O.NC(N)=O.NC(N)=O. The calculation puts the max |F| at 3.25 eV/A. The HOMO energy is -0.307 Eh.